Record 1
ORCA calculation (ωB97M-V/def2-TZVPD) on an isolated ion of composition C4H8NO2 and charge -1.

Each atom is followed by the atoms it is bonded to, with distances in Å.
Element x y z (Å)
1 C -0.060 -1.326 1.572  C2 1.510, H8 1.107, H9 1.094, H10 1.089
2 C -0.499 -0.772 0.237  C1 1.510, C3 1.524, H11 1.131, H12 1.098
3 C 0.384 0.396 -0.190  C2 1.524, N4 1.493, C5 1.671, H13 1.079
4 N -0.236 1.677 0.259  C3 1.493, H14 1.030, H15 1.018
5 C 0.378 0.419 -1.862  C3 1.671, O6 1.248, O7 1.236
6 O -0.347 1.288 -2.388  C5 1.248
7 O 1.159 -0.407 -2.346  C5 1.236
8 H 0.941 -1.756 1.377  C1 1.107
9 H 0.169 -0.426 2.150  C1 1.094
10 H -0.742 -1.997 2.092  C1 1.089
11 H -0.577 -1.440 -0.672  C2 1.131
12 H -1.502 -0.328 0.191  C2 1.098
13 H 1.435 0.415 0.050  C3 1.079
14 H -0.917 1.827 -0.500  N4 1.030
15 H 0.413 2.427 0.030  N4 1.018

Summary:
relative energy (zero: lowest compared OMol25 entry of this formula, charge and spin)	16.6	kcal/mol
orbital gap	0.2820	Eh
charge	-1
SMILES	CC[C@H](N)C(=O)[O-]
F_max	0.0645	hartree/bohr

=====

Record 2
ORCA calculation (ωB97M-V/def2-TZVPD) on an isolated ion of composition C4H8NO2 and charge -1.

Each atom is followed by the atoms it is bonded to, with distances in Å.
Element x y z (Å)
1 N 0.444 -1.549 0.393  C2 1.367, H8 1.078, H9 1.108
2 C 0.351 -0.266 -0.068  N1 1.367, C3 1.651, C5 1.461, H10 1.245
3 C 1.684 0.672 0.192  C2 1.651, O4 1.379, H11 1.150, H12 1.125
4 O 2.885 0.032 0.416  C3 1.379
5 C -0.912 0.456 0.073  C2 1.461, C6 1.488, H13 1.128, H14 1.182
6 C -2.015 -0.033 -0.799  C5 1.488, O7 1.260, H15 1.139
7 O -2.373 -1.236 -0.901  C6 1.260
8 H 1.515 -1.664 0.428  N1 1.078
9 H 0.234 -1.666 1.475  N1 1.108
10 H 0.504 -0.199 -1.301  C2 1.245
11 H 1.089 1.255 0.985  C3 1.150
12 H 1.568 1.438 -0.623  C3 1.125
13 H -1.354 0.431 1.110  C5 1.128
14 H -0.840 1.599 -0.219  C5 1.182
15 H -2.780 0.730 -1.161  C6 1.139

Summary:
relative energy (zero: lowest compared OMol25 entry of this formula, charge and spin)	101.7	kcal/mol
orbital gap	0.2395	Eh
charge	-1
SMILES	N[C@H](C[O-])CC=O
F_max	0.1272	hartree/bohr

=====

no.,LUMO energy (eV),calculated total energy (Ha)
1,4.138,-362.49773
2,3.789,-362.36218